[1]
81
Properties=species:S:1:pos:R:3:forces:R:3 method="wB97M-V/def2-TZVPD" e_tot_ha=-5033.06649 largest_force_ha_per_bohr=0.0255 charge=+2 relative_energy_kj_mol=0.0
Ga -0.03087 -0.31458 0.38170 -0.347 0.606 -0.579
S 1.29376 -1.31963 -1.18558 -0.162 0.095 0.185
S -0.56645 -6.02203 4.62121 -0.037 0.233 0.068
S 0.93512 1.60108 1.13830 0.067 -0.349 0.048
S -2.10992 0.19798 -0.52965 0.613 -0.020 0.795
N 3.55915 0.24647 -1.17325 0.585 0.191 -0.028
N -1.15948 -3.97542 6.15315 0.245 0.087 -0.854
N -0.28351 -1.55513 1.85876 0.036 -0.578 0.547
N -1.92765 -1.01360 -2.99058 -0.276 0.175 0.088
N -1.01243 3.54250 0.79832 0.476 0.224 -0.655
N -0.22424 2.69967 -1.07997 -0.120 0.618 0.049
N -0.61244 0.72716 -2.74741 0.142 -0.175 -0.296
N 1.78954 1.27641 -1.93990 -0.133 0.473 -0.081
C 4.55935 -0.79504 -0.70429 -0.254 -0.283 0.018
C -1.23535 -0.84804 -4.17589 0.120 -0.077 0.138
C -3.87133 -2.01092 -1.64601 0.032 0.608 -0.056
C -0.18901 -2.87531 1.57762 -0.186 0.610 0.236
C -3.02595 -2.06114 -2.91380 -0.199 0.035 -0.250
C -1.27567 4.01416 2.21330 -0.142 0.296 -0.035
C -0.53422 -1.17385 3.12469 0.266 0.149 -0.937
C -1.17257 5.54969 2.19815 -0.613 0.223 -0.080
C -0.42082 0.21211 -4.02324 0.184 0.488 -0.129
C -0.79185 -4.42362 4.92871 -0.164 -0.965 0.870
C -2.38845 -3.43622 -3.03835 0.201 0.274 0.013
C 5.93426 -0.13891 -0.64570 -0.110 0.043 0.131
C -0.70167 -2.07140 4.13751 -0.039 0.592 0.415
C -0.35140 -3.81870 2.55217 0.007 0.030 -0.100
C 2.85094 2.15278 -2.00773 -0.048 0.490 -0.028
C -0.60721 -3.41492 3.85865 -0.127 -0.370 0.209
C -1.54256 -0.03335 -2.14533 0.073 -0.293 -0.412
C -1.14840 3.68032 -1.41097 -0.297 -0.418 0.497
C 4.20949 -1.32102 0.70277 -0.134 0.422 -0.157
C -1.65463 4.17659 -0.25907 0.464 -0.456 -0.141
C 4.57692 -1.92269 -1.73344 -0.803 0.098 -0.026
C -2.69146 3.57057 2.57420 -0.226 0.034 -0.127
C 2.25265 0.12025 -1.44524 -0.180 -0.177 0.147
C -0.12510 2.66890 0.26226 -0.510 -0.003 0.050
C 3.94969 1.52565 -1.53703 -0.625 -0.167 -0.023
C -3.93460 -1.80687 -4.11505 -0.449 0.360 0.120
C -0.29538 3.47615 3.22900 0.832 0.050 0.040
B 0.36080 1.86488 -2.25746 -0.008 -0.617 -0.018
H -3.42418 -1.78308 -5.07469 0.047 -0.211 0.045
H -4.45597 -0.84723 -4.01299 0.043 -0.170 0.047
H -0.47385 4.01870 4.14766 -0.081 0.105 0.262
H -0.19417 5.89040 1.87984 0.225 -0.028 -0.072
H 0.01045 -3.11033 0.54588 0.058 -0.276 -0.113
H 3.22918 -1.79553 0.74591 0.099 -0.063 -0.108
H -1.82355 -3.51028 -3.96445 -0.013 -0.257 -0.060
H -1.40271 3.87347 -2.43789 0.012 0.113 0.024
H 0.76053 3.64065 2.96444 -0.398 0.131 -0.011
H 5.94397 0.67964 0.07749 0.156 -0.165 0.101
H -2.38758 4.93000 -0.08434 -0.210 0.176 -0.110
H -1.37771 5.98542 3.18509 0.103 -0.389 -0.151
H 0.23922 0.70497 -4.73398 -0.170 -0.288 0.308
H 6.23097 0.26371 -1.60635 0.141 -0.078 -0.255
H -3.15660 -4.20402 -2.99328 -0.057 -0.003 -0.202
H 6.66800 -0.89539 -0.36317 -0.093 0.127 0.087
H -0.39707 2.42124 3.44215 -0.221 -0.214 -0.033
H 0.47405 2.60868 -3.18569 0.129 0.029 0.031
H -1.72112 -3.60958 -2.20695 0.347 -0.085 0.270
H 3.64066 -2.49981 -1.73093 0.286 0.229 -0.018
H 4.22276 -0.50471 1.43253 0.051 -0.048 -0.095
H -0.28675 -4.86411 2.32021 0.038 -0.290 -0.005
H -3.32243 -2.29133 -0.75704 0.145 -0.132 0.116
H -0.88482 -1.67134 5.13073 0.042 -0.122 -0.260
H -0.56371 -0.11904 3.28700 -0.080 0.550 0.133
H 5.35991 -2.59602 -1.45976 0.585 -0.514 0.063
H 4.96769 -2.04752 0.99978 -0.075 0.028 -0.052
H 2.70622 3.16648 -2.37818 0.170 -0.434 0.137
H -1.40171 -1.49766 -5.01748 0.136 0.129 0.039
H -4.29217 -1.01492 -1.47310 -0.045 -0.241 -0.103
H -1.25224 -3.00896 6.38871 -0.069 0.153 0.046
H -1.28883 -4.63589 6.89223 0.000 -0.334 0.179
H -3.43091 3.92293 1.84455 0.170 -0.039 0.128
H 4.75878 -1.55365 -2.74385 0.051 0.048 0.065
H -4.67964 -2.59950 -4.13502 -0.068 0.019 -0.128
H -1.92426 5.98592 1.52721 0.260 -0.038 0.217
H -2.74755 2.47753 2.60691 -0.042 0.125 0.090
H 4.95668 1.85571 -1.44234 0.176 0.220 -0.012
H -4.69446 -2.70530 -1.76959 -0.109 -0.137 -0.104
H -2.97216 3.98883 3.54727 0.103 -0.184 -0.146

[2]
88
Properties=species:S:1:pos:R:3:forces:R:3 method="wB97M-V/def2-TZVPD" e_tot_ha=-8504.65707 largest_force_ha_per_bohr=0.0057 charge=-2 relative_energy_kj_mol=440.6
In 0.08864 0.20190 -0.03438 -0.081 0.122 0.228
Br 6.62311 -1.61997 2.61705 -0.023 0.009 0.002
Br 2.01943 0.71139 4.89998 -0.008 0.000 0.007
F 0.92596 1.05912 -4.32672 0.075 0.018 -0.020
F -2.68363 1.06663 -4.42301 -0.091 0.019 -0.039
F -0.17826 -2.64242 3.07595 0.012 -0.091 0.006
F 0.75995 2.85758 -3.15085 0.093 0.057 0.007
F -0.57266 2.51124 -4.81581 0.021 0.048 -0.043
F -2.09901 -3.99575 -0.29445 -0.007 -0.038 -0.064
F -3.00652 -2.08849 -0.71557 -0.083 0.083 -0.099
F -1.85050 -3.99709 2.78128 0.067 -0.151 0.001
F -2.75409 -0.31453 -2.77041 -0.041 -0.069 -0.017
F -1.32113 -0.60292 -4.36236 0.029 -0.032 -0.056
F -3.67866 -3.25060 0.97340 -0.114 -0.015 -0.001
F -0.14013 -4.09694 1.48823 0.021 -0.002 0.049
O -0.44952 -1.80637 0.39852 -0.012 0.214 -0.167
O 0.92649 0.32550 2.04534 -0.009 -0.005 -0.009
O -0.08163 0.25945 -2.12861 0.221 -0.088 0.061
N 2.17852 -0.70956 -0.11990 -0.001 0.035 0.085
N 0.77063 2.39462 -0.06186 -0.097 0.079 -0.054
N -1.98265 0.62051 0.12127 -0.099 -0.084 -0.109
C 4.17927 -1.12140 1.14797 0.043 -0.053 -0.030
C -1.50469 3.05783 0.47697 -0.058 -0.043 -0.001
C -3.29048 1.15821 2.12305 0.015 -0.012 0.085
C -3.77011 0.83625 3.38154 0.003 0.036 -0.032
C 4.31013 2.25718 -1.12693 -0.011 0.008 -0.010
C 4.17056 -0.47908 3.47212 -0.019 0.040 0.126
C 2.85216 -0.65390 1.05047 -0.107 0.014 -0.033
C 2.85404 -0.02462 3.36929 0.066 -0.021 -0.022
C -2.58494 -2.86958 0.27083 0.144 -0.038 0.058
C -1.01966 5.52804 -0.92100 0.073 -0.178 0.118
C -1.91953 0.32311 -3.59103 0.012 0.044 0.139
C 4.75033 -1.66074 -0.02653 0.128 -0.004 0.107
C -2.10632 3.30095 -2.43176 0.022 -0.026 0.048
C -4.15896 3.32669 -1.15681 0.039 -0.030 -0.004
C 0.03448 4.66678 -0.65889 -0.085 0.228 -0.148
C -2.33200 4.26817 0.63905 0.046 -0.025 -0.047
C -3.67800 5.18268 -2.79414 -0.039 -0.001 -0.037
C -2.26217 -1.02103 1.92473 0.000 0.150 -0.102
C -2.51034 0.27494 1.34490 0.069 -0.058 -0.027
C -2.74764 -1.28277 3.19470 -0.070 -0.105 0.086
C 4.10602 3.83265 0.65844 0.064 0.010 -0.001
C 4.03148 -1.72001 -1.18443 -0.170 0.035 -0.079
C -1.52002 -2.14968 1.15297 0.090 -0.003 0.167
C 2.93923 2.04969 -1.09924 -0.009 0.034 -0.048
C -3.10146 4.22684 -1.75621 -0.037 -0.070 -0.097
C -3.75278 2.21556 -0.55713 -0.045 0.057 0.007
C 2.12064 2.70431 -0.16902 0.155 -0.077 -0.059
C 2.71783 -1.21907 -1.19651 0.123 -0.081 -0.026
C -2.26115 1.92211 -0.45022 0.102 -0.116 -0.039
C -2.42780 5.08252 -0.60049 0.108 0.232 0.145
C -1.72592 2.14236 -1.90236 0.023 0.077 -0.111
C -3.98993 -0.76744 5.32683 0.003 0.018 0.022
C 4.91193 3.14697 -0.24721 -0.072 -0.010 0.029
C 4.82540 -1.01873 2.40134 -0.014 0.002 -0.096
C 2.11630 -0.07685 2.17868 0.107 -0.079 -0.107
C -0.14164 3.40830 -0.07119 -0.084 -0.256 0.096
C 2.73993 3.62096 0.69692 -0.085 -0.032 0.034
C -0.93165 -3.22874 2.13208 -0.041 0.178 0.003
C -0.88539 1.14716 -2.76069 -0.161 0.029 0.168
C 0.04938 1.91284 -3.76701 -0.118 -0.144 0.015
C -3.50005 -0.38984 3.95381 0.015 -0.022 -0.013
H 5.98409 3.29883 -0.26088 0.009 0.016 0.000
H 4.55420 4.52813 1.35991 0.000 0.001 0.003
H -1.77199 3.60926 -3.41000 0.002 0.052 -0.019
H -2.88696 5.82443 -3.19020 0.011 0.008 0.006
H 4.45617 -2.13353 -2.08920 -0.001 0.000 0.004
H -5.20891 3.58627 -1.24817 -0.019 0.016 -0.002
H 5.76896 -2.02591 0.00810 -0.013 0.002 0.005
H -3.01414 4.38095 1.46942 -0.017 0.027 -0.002
H 2.47129 1.38328 -1.81143 -0.017 0.010 -0.011
H -4.12689 4.63915 -3.62969 0.007 -0.020 0.007
H -4.44442 5.82090 -2.34585 -0.015 -0.002 0.000
H 4.91030 1.72185 -1.85475 0.012 -0.008 0.001
H -2.55630 -2.24691 3.64390 -0.042 0.080 -0.016
H -3.07076 5.95580 -0.44735 -0.041 -0.036 0.020
H -4.43872 1.49406 -0.13450 -0.007 -0.011 -0.030
H -3.16673 -1.07910 5.97461 0.012 -0.004 0.000
H 4.67610 -0.39760 4.42536 -0.017 -0.002 -0.001
H -3.50807 2.14384 1.74444 0.003 0.021 0.015
H -4.35102 1.57473 3.92751 -0.003 0.011 -0.002
H -1.35923 2.55387 1.43318 0.025 0.035 0.019
H 1.02512 4.94825 -0.99958 0.038 -0.028 0.037
H -0.83998 6.51189 -1.33638 -0.009 0.000 -0.070
H 2.10618 -1.21113 -2.09228 -0.011 0.010 0.003
H -4.48497 0.07883 5.80738 -0.006 0.011 -0.003
H 2.12058 4.13546 1.42188 0.006 0.005 0.004
H -4.70644 -1.59346 5.29542 -0.002 -0.012 -0.020